Here is a structure of composition C22H31N5O in a non-equilibrium geometry from the OMol25 dataset. Energies are from ωB97M-V/def2-TZVPD.

The geometry in ORCA input format:
```
! wB97M-V def2-TZVPD RIJCOSX def2/J DEFGRID3
* xyz 0 1
O -42.812 -1.493 -14.853
N -35.764 2.729 -13.295
N -39.504 1.483 -17.207
N -35.990 -1.043 -17.827
N -41.129 -3.111 -13.032
N -37.217 -0.899 -15.580
C -36.229 0.650 -16.390
C -35.439 -0.377 -16.744
C -37.324 0.611 -17.301
C -37.125 -0.404 -18.209
C -40.625 1.291 -19.144
C -39.540 -4.519 -12.553
C -40.789 -4.395 -13.140
C -39.486 0.198 -17.513
C -38.843 -2.043 -14.630
C -39.110 -3.237 -12.181
C -36.162 0.595 -12.839
C -35.736 1.460 -13.827
C -38.486 -1.344 -15.804
C -41.855 -2.163 -15.613
C -37.825 -1.837 -13.642
C -40.063 2.212 -18.208
C -40.944 -1.217 -16.289
C -36.230 2.697 -12.026
C -36.857 -1.179 -14.308
C -40.159 0.034 -18.756
C -36.383 1.346 -11.662
C -40.144 -2.383 -12.402
H -36.823 1.036 -10.726
H -41.518 -0.637 -17.012
H -41.431 -5.086 -13.665
H -42.356 -2.768 -16.369
H -34.643 -0.795 -16.145
H -37.761 -2.245 -12.644
H -40.358 -1.340 -12.223
H -35.530 -1.755 -18.375
H -43.468 -2.107 -14.514
H -39.166 1.990 -16.401
H -39.151 -0.534 -16.792
H -41.997 -2.675 -13.312
H -36.556 -0.604 -16.285
H -35.484 3.550 -13.813
H -35.986 1.275 -15.544
H -37.705 -0.714 -19.066
H -40.429 -0.592 -15.560
H -39.059 -5.484 -12.474
H -35.297 1.272 -14.796
H -35.839 -0.926 -14.051
H -41.255 -2.897 -15.075
H -39.768 -2.564 -14.431
H -40.197 3.271 -18.046
H -38.138 -3.068 -11.741
H -41.199 1.544 -20.023
H -40.287 -1.750 -16.976
H -36.291 -0.474 -12.920
H -40.465 -0.886 -19.232
H -38.943 -1.334 -16.782
H -36.301 3.614 -11.461
H -38.112 1.350 -17.311
*
```

As for the gap between HOMO and LUMO: 7.506 eV. Its HOMO energy is -6.9 eV. For the molar mass, the calculation gives 381.5 g/mol.

Results of the natural (NBO) charge analysis, in e, for atoms 1 through 2: -0.72 -0.50

Here is a structure of composition C22H29NO7PPbS3 from the OMol25 dataset. Energies are from ωB97M-V/def2-TZVPD.

The geometry in ORCA input format:
```
! wB97M-V def2-TZVPD RIJCOSX def2/J DEFGRID3
* xyz 2 2
Pb -0.836 2.261 0.091
S -0.085 3.610 -3.710
S 1.051 0.740 3.525
S 0.323 -0.911 -1.177
P -3.173 1.150 -0.904
O -3.784 0.859 0.564
O -0.300 -1.747 -0.167
O -1.779 0.005 1.377
O -0.328 -0.846 -2.451
O -4.095 2.298 -1.444
O -3.503 -0.219 -1.606
O 2.216 1.985 0.074
N 0.552 0.583 -0.559
C -0.027 -0.564 4.118
C -3.736 0.039 2.785
C 4.767 -1.277 -1.543
C 6.192 -1.732 1.777
C -5.560 2.165 -1.550
C 1.872 0.922 -0.414
C -6.065 3.299 -2.399
C -3.199 -0.153 1.397
C 4.029 -2.391 -1.938
C 4.142 -0.149 -1.026
C 2.763 -0.163 -0.917
C -2.868 0.425 -3.924
C 2.441 -0.048 2.970
C 2.042 -1.270 -1.335
C 3.787 -1.972 2.465
C -0.361 3.099 -2.328
C -3.381 -0.651 -3.000
C 3.527 0.805 2.621
C 2.592 -1.454 2.870
C 4.885 -1.132 2.158
C 4.722 0.263 2.242
C 2.641 -2.403 -1.846
H -1.369 -0.729 0.866
H -0.887 -0.051 4.545
H 6.869 -1.000 1.342
H -7.150 3.232 -2.479
H -2.713 -1.505 -2.978
H -2.819 0.021 -4.936
H -1.858 0.721 -3.637
H -3.457 -1.126 0.975
H 5.557 0.911 2.008
H 2.062 -3.254 -2.177
H -3.367 -0.753 3.435
H -4.383 -0.976 -3.271
H 4.702 0.731 -0.737
H -5.816 4.260 -1.951
H 3.398 1.879 2.677
H -3.523 1.296 -3.943
H -5.777 1.191 -1.989
H 4.542 -3.253 -2.343
H 1.770 -2.111 3.116
H 0.472 -1.141 4.893
H -5.957 2.197 -0.537
H 6.055 -2.565 1.086
H -4.824 0.003 2.779
H 3.912 -3.044 2.388
H -5.647 3.255 -3.404
H -0.353 -1.192 3.293
H -3.419 1.009 3.170
H 5.843 -1.290 -1.659
H 6.670 -2.141 2.673
*
```

As for the gap between HOMO and LUMO (alpha / beta): 8.628 / 5.948 eV. The expectation value of S² is 0.772. Its HOMO energy (alpha / beta) is -14.6 / -14.7 eV. For the molar mass, the calculation gives 753.8 g/mol.

Results of the natural (NBO) charge analysis, in e, for atoms 1 through 2: 1.16 0.49

Here is a structure of composition C28H27N9O2RuS in a non-equilibrium geometry from the OMol25 dataset. Energies are from ωB97M-V/def2-TZVPD.

The geometry in ORCA input format:
```
! wB97M-V def2-TZVPD RIJCOSX def2/J DEFGRID3
* xyz 1 2
Ru -0.637 0.605 0.199
S 0.549 1.329 -2.452
O -3.692 -1.121 0.947
O -0.480 2.958 1.123
N -2.115 0.806 -1.387
N 2.976 0.411 -1.964
N 0.228 -0.162 2.039
N -0.080 -1.099 -0.594
N 1.775 1.301 -0.157
N -2.873 -0.030 1.182
N -1.407 2.110 1.132
N 1.741 -1.601 0.886
N -1.633 -1.283 -2.392
C 2.118 -1.191 3.140
C 2.859 1.200 0.604
C 0.582 0.124 4.391
C 5.109 -0.737 -1.762
C -3.671 -0.258 -2.882
C 1.843 0.980 -1.447
C 2.816 1.860 1.932
C -4.014 1.996 -2.211
C -4.908 1.218 1.806
C 4.037 0.096 -1.171
C 0.572 -3.239 -3.482
C -3.015 3.477 2.369
C -0.129 0.323 3.232
C 0.481 -2.503 -2.307
C 1.108 -1.703 -0.259
C -2.579 2.217 1.692
C -4.461 0.855 -2.886
C 1.338 -0.963 1.976
C -0.502 -1.580 -1.808
C 1.748 -0.651 4.337
C 1.669 -4.064 -3.640
C 1.503 -2.570 -1.329
C 2.592 -3.420 -1.488
C -2.850 1.916 -1.485
C -3.447 1.066 1.550
C -2.450 -0.265 -2.162
C 4.013 0.544 0.124
C 2.650 -4.168 -2.648
H 4.848 0.384 0.783
H -0.196 -3.162 -4.234
H 5.997 -0.727 -1.137
H 0.242 0.564 5.311
H 2.986 -1.823 3.035
H -3.847 3.934 1.834
H -5.083 1.543 2.830
H 1.823 2.276 2.085
H 2.970 0.174 -2.949
H -2.178 4.173 2.369
H -5.425 0.278 1.634
H 4.747 -1.765 -1.837
H 5.370 -0.405 -2.764
H -3.328 3.294 3.396
H -5.316 1.975 1.136
H 2.334 -0.827 5.224
H 3.537 2.677 1.948
H -3.918 -1.146 -3.442
H 1.762 -4.654 -4.539
H -4.555 2.926 -2.257
H -3.102 -1.862 0.745
H -2.471 2.797 -0.976
H 3.075 1.175 2.737
H 3.464 -4.860 -2.799
H -5.389 0.872 -3.433
H -1.048 0.894 3.263
H 3.339 -3.487 -0.711
*
```

As for the gap between HOMO and LUMO (alpha / beta): 6.487 / 6.400 eV. The expectation value of S² is 0.889. Its HOMO energy (alpha / beta) is -10.4 / -10.3 eV. For the molar mass, the calculation gives 654.7 g/mol.

Results of the natural (NBO) charge analysis, in e, for atoms 1 through 2: 0.99 -0.16

Here is an isolated molecule of C3H6N2O in a non-equilibrium geometry from the OMol25 dataset. Energies are from ωB97M-V/def2-TZVPD.

The geometry in ORCA input format:
```
! wB97M-V def2-TZVPD RIJCOSX def2/J DEFGRID3
* xyz 0 1
O -1.888 -0.456 0.542
N 2.020 -1.127 -0.379
N 0.398 1.229 0.599
C 0.368 0.131 -0.234
C 1.462 -0.137 -1.082
C -0.985 -0.472 -0.521
H -0.903 -1.489 -0.904
H 1.466 -1.338 0.478
H 1.054 1.931 0.281
H -1.336 0.163 -1.371
H -1.974 0.466 0.821
H 0.480 1.131 1.604
*
```

As for the gap between HOMO and LUMO (alpha / beta): 7.526 / 7.527 eV. As for the SMILES: N=C=C(N)CO. Its HOMO energy (alpha / beta) is -7.9 / -7.9 eV. For the molar mass, the calculation gives 86.1 g/mol.

Results of the natural (NBO) charge analysis, in e, for atoms 1 through 2: -0.69 -0.61